1.
# C32H48F3N7RhSSb

A molecular structure, C32H48F3N7RhSSb (ωB97M-V with the def2-TZVPD basis set, the OMol25 dataset).

Calculated values
Spin multiplicity = 1
Total charge = +2
E_HOMO = -12.41 eV

XYZ file:
```
93
C32H48F3N7RhSSb, DFT ωB97M-V with the def2-TZVPD basis set
C 1.060 -2.900 2.308
H -2.178 -2.892 -2.345
C -1.999 1.379 1.196
H 3.235 1.399 -1.776
H -0.086 -2.137 -3.265
H 2.349 3.554 -1.256
H 0.805 3.779 -2.102
H -1.415 1.056 -4.836
H 2.381 2.720 1.058
C 1.786 -2.214 -4.364
H 0.224 0.761 5.796
N 0.653 -3.168 0.931
F 4.837 -1.038 3.665
H -3.403 2.345 -0.896
H -0.733 -5.087 0.153
S 2.917 -0.077 1.009
H 3.853 -0.222 -1.560
C -1.583 4.443 -1.332
H -0.711 -4.968 -1.621
C 1.396 3.173 1.176
H -1.748 -1.382 -1.504
H -4.242 3.594 2.473
H -2.313 -3.239 1.644
H -2.017 3.499 1.420
C -3.825 2.634 2.201
H 2.554 -3.526 0.170
N 0.672 3.159 -0.092
C -4.502 1.483 2.457
H -1.619 -0.114 -3.539
C 2.270 0.222 2.633
H -1.405 4.699 -2.377
C 3.885 0.471 -3.624
H -0.860 0.538 3.552
C 4.462 0.233 3.886
C -0.511 2.528 -0.224
H 4.087 -0.515 -4.032
N -1.409 3.010 -1.099
H 1.224 -2.896 -2.379
H 1.522 4.210 1.495
F 4.928 0.605 5.078
H -4.577 -3.078 2.578
C -0.406 -2.548 0.381
C 0.251 1.031 -3.455
H -5.597 -0.862 2.964
H -2.245 -4.880 -0.740
C 0.824 0.616 4.910
C 2.209 0.546 4.984
C -4.060 -2.172 2.289
C 0.985 -2.091 -3.069
H 0.432 -2.128 2.737
H 3.262 1.011 -4.337
C -2.773 -2.262 1.727
H 1.026 1.366 -4.145
C 0.215 0.490 3.675
C -4.623 -0.954 2.501
C -2.645 0.151 1.527
N -1.091 -3.153 -0.595
C 2.957 0.352 3.831
H -2.611 4.711 -1.078
C -2.077 -1.143 1.323
H 4.838 0.999 -3.570
H 1.362 4.979 -0.923
H 1.697 -4.984 0.701
Rh 0.700 0.020 0.495
C 3.266 0.406 -2.231
C -2.076 -2.413 -1.373
H -2.787 2.476 -2.558
N 0.943 0.300 2.573
H -0.913 5.017 -0.699
Sb 1.240 -0.237 -2.054
H 0.957 -3.817 2.891
F 5.042 1.002 2.951
H -0.511 -0.444 -4.869
H 2.851 -2.313 -4.170
C -1.190 -4.608 -0.709
C 1.323 3.914 -1.157
C -2.532 2.192 -1.537
C -3.923 0.226 2.154
H -0.106 1.902 -2.910
H 1.234 -4.199 -0.813
H 0.830 2.633 1.926
H 1.470 -3.108 -4.904
H 2.714 0.647 5.935
C 1.581 -4.023 0.199
C -0.885 0.339 -4.209
H -5.477 1.503 2.926
N -0.761 -1.315 0.834
H -2.255 1.141 -1.509
N -0.760 1.421 0.510
H 1.639 -1.363 -5.030
C -2.560 2.575 1.587
H -3.047 -2.408 -0.873
H 2.105 -2.587 2.331
```

These are the Mulliken partial charges, in e, on atoms 1 to 5: -1.33, 0.48, -0.60, 0.36, 0.22

2.
# C29H66AsNO9P2S6SiW

A molecular structure, C29H66AsNO9P2S6SiW in a non-equilibrium geometry (ωB97M-V with the def2-TZVPD basis set, the OMol25 dataset).

Calculated values
Spin multiplicity = 1
Total charge = -2
E_HOMO = -1.19 eV

XYZ file:
```
116
C29H66AsNO9P2S6SiW, DFT ωB97M-V with the def2-TZVPD basis set
H -2.835 1.350 -6.090
H -2.647 4.667 -4.680
H 1.744 1.255 1.917
C 3.738 -3.518 4.466
H 0.333 3.002 -5.985
H 1.506 0.036 -2.050
H 0.525 -5.437 1.222
H -1.745 -1.747 7.046
C -2.320 0.413 -5.881
C -0.191 0.302 6.225
H -2.296 0.367 5.830
S -2.596 -0.688 -0.472
O -1.343 -0.062 4.130
H -2.654 -1.916 -4.546
S -1.680 3.604 1.402
H -4.020 -4.037 1.618
H 2.665 -3.545 4.659
H 0.069 1.267 5.791
H 4.145 -4.332 1.055
H -3.072 -3.332 3.766
P -0.749 -0.973 2.960
H -0.912 -2.348 5.597
C 0.766 -4.758 0.403
C -2.527 3.690 -4.197
H -4.802 -1.870 2.629
O 2.136 -1.011 0.977
S -4.809 1.190 0.746
H 0.836 -1.188 -3.130
C 3.171 1.875 -0.385
C 1.090 0.290 -5.441
C 1.864 2.317 1.700
H 1.869 4.239 -1.175
C -2.193 0.186 -4.370
H -0.838 4.309 -6.170
H -3.519 -0.905 1.937
H 4.011 -0.090 4.800
C 2.042 -4.002 0.717
C -1.439 -0.248 5.539
H -1.349 0.420 -6.373
O -0.767 4.131 2.397
C -0.226 4.290 -3.628
H 1.035 2.865 2.142
O -1.448 -2.395 3.031
H 2.194 -3.218 -0.029
H 4.273 -3.821 5.367
H 3.423 -5.393 -0.169
H -0.925 -1.574 -4.703
H 3.959 -4.220 3.664
H 2.141 0.072 -5.667
C -3.775 -1.540 2.788
H 1.810 2.437 -2.859
H 0.739 1.020 -6.170
As -3.482 2.155 -0.597
C 1.876 2.519 0.166
H 4.597 -1.255 6.000
C -3.597 0.352 -3.769
C 1.472 -0.307 -3.085
H 1.860 2.709 -4.612
H -1.695 -1.533 -3.122
H -2.840 -3.058 0.743
H 0.649 -0.383 6.097
H 3.150 0.796 -0.252
H 0.880 -5.322 -0.522
H 5.241 -2.114 3.864
H -0.280 4.209 -2.545
O -1.492 2.092 1.242
O 1.864 -3.374 2.009
S -0.658 -1.131 -0.979
H 2.798 2.675 2.141
C -3.006 -3.639 1.648
H -2.297 -4.465 1.689
Si -0.882 1.424 -3.383
W -0.983 1.304 -0.518
H 3.097 -5.680 1.554
H -2.803 3.814 -3.151
H -3.631 0.004 -2.737
C 1.961 1.961 -3.828
C 0.967 0.809 -4.006
H 0.927 -2.247 4.229
O -0.808 -0.202 1.723
N 0.688 1.954 -0.389
H 4.038 2.281 0.142
C -2.855 -2.744 2.864
H -1.336 2.641 -6.428
H -3.233 3.004 -4.660
C -1.702 -1.690 5.958
H 3.008 4.370 0.192
H 3.268 2.102 -1.447
C 4.164 -2.110 4.067
H -4.309 -0.263 -4.335
C 3.891 -1.103 5.183
P 2.124 -1.807 2.187
O -3.072 3.883 1.684
C -0.707 3.280 -5.814
H -2.915 -0.398 -6.317
H -0.606 5.283 -3.896
H -2.650 -2.036 5.552
H 1.268 4.605 0.441
O 3.595 -1.676 2.841
H -3.955 1.380 -3.782
H 0.819 4.249 -3.929
H 1.337 -0.506 3.992
C 3.260 -4.912 0.795
H -0.373 0.435 7.292
C -1.834 -1.292 -4.170
C 2.012 4.037 -0.112
H 2.491 -0.606 -3.371
H -3.732 -0.936 3.694
H 0.519 -0.627 -5.575
S -4.910 3.230 -1.760
H -0.041 -4.040 0.268
H 2.990 1.580 -3.869
S -1.289 4.311 -0.418
C 0.953 -1.415 3.529
C -1.078 3.215 -4.328
H 2.878 -1.221 5.568
```

These are the Mulliken partial charges, in e, on atoms 1 to 5: 0.35, 0.56, 0.06, -1.09, 0.32

3.
# C2H7NO2S

A molecular structure, C2H7NO2S in a non-equilibrium geometry (ωB97M-V with the def2-TZVPD basis set, the OMol25 dataset).

Calculated values
Spin multiplicity = 1
E_HOMO = -9.86 eV

XYZ file:
```
13
C2H7NO2S, DFT ωB97M-V with the def2-TZVPD basis set
C -0.394 1.905 0.130
O 0.496 0.777 -0.339
N -1.361 -1.064 -0.017
S -0.528 -0.331 -1.061
H 0.705 -1.200 -1.534
O -1.161 0.167 -2.258
H -0.784 -1.026 2.004
H 0.122 2.484 0.860
C -0.406 -1.467 1.053
H -0.242 -2.545 1.170
H -1.224 1.469 0.589
H 0.636 -1.061 0.769
H -0.685 2.527 -0.681
```

These are the natural (NBO) partial charges, in e, on atoms 1 to 5: -0.28, -0.71, -0.88, 2.02, -0.01

4.
# C27H19Cl2N4O4RuTe

A molecular structure, C27H19Cl2N4O4RuTe in a non-equilibrium geometry (ωB97M-V with the def2-TZVPD basis set, the OMol25 dataset).

Calculated values
Spin multiplicity = 2
<S²> = 0.76
E_HOMO (alpha / beta) = -7.60 / -7.61 eV

XYZ file:
```
58
C27H19Cl2N4O4RuTe, DFT ωB97M-V with the def2-TZVPD basis set
N 0.810 1.105 0.719
H 4.583 -3.714 1.621
C 0.273 -0.186 -3.306
H 4.961 -1.843 -0.029
Cl 0.277 4.489 4.573
C -0.208 -2.305 -2.560
H -1.962 4.257 -3.032
C -0.095 -2.829 -3.839
C 0.207 -1.973 -4.882
C 0.523 2.716 2.511
H 1.788 4.143 -0.292
H 0.466 -3.693 3.240
O 3.074 -5.428 2.744
Ru -0.415 -0.556 -0.052
C 0.389 -0.622 -4.612
C -3.329 1.971 -0.940
C -0.395 0.583 4.090
C 0.413 1.407 1.981
C 1.003 3.724 1.652
Cl -0.949 -0.713 5.081
H 0.394 -2.943 1.284
Te -2.845 0.285 0.250
H -0.246 -3.890 -3.975
C 3.968 -2.109 0.305
H 2.979 -0.602 -0.874
N 1.622 -1.726 0.183
N -0.017 -1.013 -2.301
H -4.293 5.080 -3.024
H -6.017 3.881 -1.713
N 1.133 -4.436 3.354
C 0.157 2.915 3.858
C 1.396 3.392 0.380
C 2.470 -3.434 1.611
H 0.619 0.082 -5.399
O -0.332 -0.838 2.195
C 1.309 2.065 -0.040
C 1.425 -2.717 1.052
H -0.525 2.029 5.668
O -0.365 -4.402 -1.487
C -2.365 2.633 -1.695
H 0.943 -5.161 4.024
C 2.866 -1.422 -0.174
C -4.644 2.427 -0.954
C -4.024 4.204 -2.448
H -5.397 1.907 -0.374
C -2.714 3.745 -2.444
H 1.071 4.742 2.010
H 1.675 1.755 -1.012
H 0.305 -2.349 -5.892
O -1.105 -2.590 -0.396
H 0.424 0.855 -3.050
C -0.120 0.308 2.740
C 2.258 -4.537 2.608
H -1.343 2.272 -1.693
C -0.578 -3.207 -1.382
C 3.766 -3.135 1.212
C -4.991 3.538 -1.707
C -0.271 1.863 4.630
```

These are the natural (NBO) partial charges, in e, on atoms 1 to 5: -0.42, 0.25, 0.05, 0.23, 0.00

5.
# C24H66BeF3O22

A molecular structure, C24H66BeF3O22 in a non-equilibrium geometry (ωB97M-V with the def2-TZVPD basis set, the OMol25 dataset).

Calculated values
Spin multiplicity = 2
<S²> = 0.76
Total charge = +2
E_HOMO (alpha / beta) = -13.51 / -13.51 eV

XYZ file:
```
116
C24H66BeF3O22, DFT ωB97M-V with the def2-TZVPD basis set
H -29.990 13.762 -5.783
H -29.524 15.465 -12.334
H -19.545 15.885 -5.457
O -28.609 14.700 -2.101
C -27.737 11.954 -11.645
O -24.698 20.574 -4.968
C -24.061 18.781 -10.049
C -27.704 10.986 -12.783
H -28.094 9.452 -11.545
H -24.660 17.118 -6.394
O -19.005 16.672 -5.360
C -21.976 19.207 -6.267
H -23.199 20.528 -10.023
C -26.572 15.303 -0.751
C -26.482 14.288 -8.434
O -23.485 9.222 -5.685
H -28.556 14.647 0.021
H -26.911 18.267 -11.037
H -23.686 10.360 -4.213
C -23.027 15.589 -6.184
O -26.320 17.928 -10.361
H -26.679 10.700 -13.020
O -28.175 16.870 -4.430
H -15.903 19.038 -7.266
H -30.836 17.638 -10.386
H -27.075 13.964 -7.578
H -18.821 17.172 -7.422
H -24.905 15.448 -8.529
Be -27.067 14.684 -4.202
H -23.073 18.444 -10.364
H -20.564 15.152 -2.078
C -30.084 15.666 -5.292
C -22.696 15.092 -2.047
C -25.026 17.980 -10.843
O -25.524 15.318 -6.492
H -23.468 14.671 -1.403
O -26.568 11.697 -10.736
H -20.305 10.742 -4.812
O -22.841 16.367 -2.586
H -23.739 20.544 -5.006
O -28.362 9.722 -12.427
C -22.134 11.157 -5.361
H -21.262 18.416 -8.158
H -25.939 14.820 -0.006
H -25.859 11.407 -11.315
H -25.771 13.470 -8.553
H -24.141 11.207 -5.727
C -17.340 18.173 -6.473
F -22.933 14.316 -6.151
F -22.506 16.016 -7.366
H -27.339 20.275 -5.444
H -16.604 18.060 -5.677
H -28.056 15.074 -11.654
H -18.002 19.021 -6.299
H -31.035 15.818 -5.802
H -25.139 18.692 -4.897
O -21.164 10.756 -4.384
H -29.033 16.126 -9.583
C -29.225 16.898 -5.484
H -29.371 14.139 -1.937
H -29.795 17.812 -5.319
H -22.600 14.460 -2.930
H -20.074 19.399 -7.226
C -27.896 14.415 -0.815
C -29.295 16.638 -10.509
H -24.427 18.822 -9.023
O -25.983 15.118 -1.958
H -22.983 18.794 -6.334
O -21.642 20.424 -8.366
C -21.321 14.748 -1.406
H -25.219 15.699 -1.952
C -23.398 10.573 -5.242
H -27.533 12.924 -12.097
O -23.917 20.109 -10.502
H -24.687 16.944 -10.833
O -29.345 14.466 -5.686
H -22.110 12.241 -5.241
H -23.470 16.384 -3.311
H -24.413 9.221 -5.931
H -22.106 21.216 -6.166
H -27.770 17.726 -4.588
H -17.688 15.994 -6.731
H -28.699 17.550 -10.494
C -21.101 19.328 -7.583
H -26.322 16.500 -8.079
O -16.645 18.564 -7.648
H -27.732 13.356 -0.620
H -28.336 11.403 -13.566
C -24.484 16.172 -5.882
O -24.849 16.176 -4.509
H -20.345 15.039 0.173
C -26.611 19.808 -3.782
C -25.803 15.555 -7.919
H -21.671 21.285 -7.944
H -27.026 18.993 -3.189
H -28.701 12.014 -11.140
C -18.216 16.930 -6.548
O -28.084 16.777 -12.813
H -21.701 10.857 -6.315
H -26.797 20.714 -3.205
O -27.575 19.641 -4.763
H -27.652 16.229 -13.472
F -22.131 15.982 -5.281
H -21.128 13.733 -1.059
H -25.040 18.290 -11.888
H -30.188 15.753 -4.210
O -30.655 16.780 -10.777
H -26.691 16.349 -0.471
H -27.051 14.468 -9.346
C -25.166 19.545 -4.218
H -28.764 17.029 -6.463
C -28.684 15.947 -11.834
O -21.902 20.467 -5.602
O -21.110 15.468 -0.218
H -24.637 19.548 -3.264
H -21.416 18.577 -5.575
```

These are the Mulliken partial charges, in e, on atoms 1 to 5: 0.26, 0.48, 0.25, -0.37, -0.27

6.
# C6H10O

C6H10O in the gas phase in a non-equilibrium geometry (ωB97M-V with the def2-TZVPD basis set, the OMol25 dataset).

Calculated values
Spin multiplicity = 1
E_HOMO = -8.48 eV

XYZ file:
```
17
C6H10O, DFT ωB97M-V with the def2-TZVPD basis set
H -2.008 -0.336 -2.583
H -1.041 0.514 2.406
H 2.205 1.882 0.170
C 1.838 1.362 1.010
C 0.042 0.287 2.273
H -0.193 -0.442 -2.653
H 2.109 1.671 1.990
H 0.524 0.801 3.033
H -0.421 -2.418 -2.547
C -0.900 -0.458 -0.746
O -1.347 -2.208 -2.439
H 0.490 1.125 -1.061
H -1.183 -1.289 0.063
C -0.020 0.491 -0.284
C 0.712 0.554 0.973
C -1.058 -0.789 -2.182
H 0.252 -0.746 2.577
```

These are the natural (NBO) partial charges, in e, on atoms 1 to 5: 0.19, 0.23, 0.19, -0.38, -0.65

7.
# C20H40O15Rb

A molecular structure, C20H40O15Rb in a non-equilibrium geometry (ωB97M-V with the def2-TZVPD basis set, the OMol25 dataset).

Calculated values
Spin multiplicity = 1
Total charge = +1
E_HOMO = -13.23 eV

XYZ file:
```
76
C20H40O15Rb, DFT ωB97M-V with the def2-TZVPD basis set
H 0.812 -4.436 -5.622
C 3.856 -2.205 -1.966
O 1.694 2.387 4.212
C -3.658 3.361 2.804
H -3.407 -2.744 1.469
C 4.854 1.729 -2.234
O -3.713 1.086 2.302
C 0.876 1.377 3.726
H 4.061 2.369 -2.620
H 4.504 2.154 -0.080
C 0.437 -5.024 -4.785
C -1.796 -1.257 -4.638
O -2.261 -0.423 1.511
C 3.856 3.429 3.988
H -4.399 3.446 2.010
H 1.044 0.627 6.612
C -3.086 3.250 -1.891
H -4.546 -2.937 2.684
O -1.390 0.266 -2.492
O -2.829 -0.479 -3.997
H 0.329 2.178 6.104
H -0.741 0.877 6.519
O -3.613 0.979 -2.525
H 6.233 1.974 -0.662
H 0.452 -3.088 -3.560
O 0.094 -2.731 -1.192
O -0.826 -4.615 -0.350
H -0.604 -5.148 -5.080
H 3.796 3.916 4.962
C 3.140 0.137 -1.874
O 2.245 0.940 -1.686
H 1.681 -4.213 -3.229
H -2.368 2.501 1.401
H -0.926 -3.072 1.040
H -3.084 4.288 2.806
O -0.194 -4.598 -2.450
H -1.968 1.920 3.031
O 4.441 0.373 -2.084
H -1.244 -1.781 -3.859
C -0.942 -4.160 0.983
H 4.665 2.703 4.081
C 5.230 2.347 -0.869
O 0.861 0.846 2.628
H -3.639 3.480 -2.802
H -1.908 -4.614 1.203
H -3.190 3.919 -1.037
C -2.525 0.262 -2.885
O 2.945 -1.207 -1.604
O 0.305 0.710 4.749
H 2.034 3.787 2.755
C -3.329 -0.151 1.996
H -4.269 3.330 3.706
H 4.441 4.071 3.329
H 3.385 -2.616 -2.860
H 2.932 2.267 2.462
H -1.096 -0.648 -5.210
C 2.594 2.975 3.219
H -2.758 1.550 -0.724
C -0.232 -3.881 -1.342
H 5.657 1.942 -2.940
Rb 0.138 -0.026 -0.001
H 4.856 -1.828 -2.179
H -2.013 3.206 -2.075
H -4.485 1.998 -0.931
C -3.520 1.888 -1.426
C -2.784 2.173 2.354
C -4.327 -2.289 1.835
H -5.019 -2.488 1.016
O -4.425 -0.925 2.248
H -2.268 -2.043 -5.228
H 0.874 -6.022 -4.739
C 0.619 -4.162 -3.471
H 5.437 3.417 -0.831
H -0.125 -4.688 1.475
C 0.226 1.093 6.064
H 3.900 -3.027 -1.252
```

These are the Mulliken partial charges, in e, on atoms 1 to 5: 0.39, -0.66, -0.30, -1.47, -0.05

DFT total energy in a.u., matching the order above: -2679.56980, -7540.97911, -683.69280, -2843.64704, -2922.52548, -309.74920, -1938.58013